Arrangement A

Here is 2 unconnected molecules or ions with the total composition C3H6N2S from the OMol25 dataset. Energies are from wB97M-V/def2-TZVPD.

Properties
* SMILES: CC(=S)C#N.N
* E_LUMO: -0.0539 Ha
* frontier orbital gap: 8.023 eV

Structure (ORCA input):
```
! RIJCOSX wB97M-V def2-TZVPD def2/J DEFGRID3
* xyz 0 1
C 2.26962 0.73596 1.56300
C 0.78396 -0.49769 -0.01402
C 1.17595 0.77741 0.65188
N 3.27597 0.65787 2.14941
N -2.20846 -0.48576 -0.87493
S 0.38710 2.15935 0.28476
H -0.23380 -0.94661 0.05956
H 1.43115 -1.28638 0.29375
H 0.72202 -0.38480 -1.07238
H -2.06928 0.47609 -0.68776
H -2.41225 -0.49754 -1.83543
H -3.12198 -0.70789 -0.51784
*
```

For reference, the Löwdin charges in units of e are:
1 C -0.26
2 C -0.15
3 C -0.80
4 N 0.18
5 N 0.04
6 S 0.77
7 H 0.07
8 H 0.07
9 H 0.07
10 H -0.02
11 H 0.00
12 H 0.02


Arrangement B

Here is a single C3H6N2S molecule from the OMol25 dataset. Energies are from wB97M-V/def2-TZVPD.

Properties
* SMILES: [H]/N=N/SC(=C)C
* E_LUMO: 0.0132 Ha
* frontier orbital gap: 8.733 eV

Structure (ORCA input):
```
! RIJCOSX wB97M-V def2-TZVPD def2/J DEFGRID3
* xyz 0 1
C 1.44135 -1.34717 0.58757
C 0.33727 -0.77630 0.10032
C -0.40780 0.39933 0.68768
N -2.16212 -0.18977 -2.79185
N -1.47257 0.00086 -1.83674
S -0.56683 -1.62261 -1.11088
H 1.98262 -2.14979 -0.04303
H 1.96816 -0.85453 1.45142
H -1.24062 -0.02040 1.22643
H 0.31184 1.02311 1.28920
H -0.89855 1.01507 -0.11647
H -2.47749 0.60046 -3.29786
*
```

For reference, the Löwdin charges in units of e are:
1 C -0.07
2 C -0.80
3 C -0.15
4 N -0.02
5 N -0.24
6 S 0.85
7 H 0.08
8 H 0.07
9 H 0.07
10 H 0.09
11 H 0.05
12 H 0.05


Arrangement C

Here is a single C3H6N2S molecule from the OMol25 dataset. Energies are from wB97M-V/def2-TZVPD.

Properties
* SMILES: [H]/N=C/N(C)C=S
* E_LUMO: -0.0088 Ha
* frontier orbital gap: 8.584 eV

Structure (ORCA input):
```
! RIJCOSX wB97M-V def2-TZVPD def2/J DEFGRID3
* xyz 0 1
C 1.61530 1.05591 -0.68662
C -0.59675 0.50085 -0.85101
C 0.56190 -0.74325 0.69903
H 1.67016 1.15995 -1.78097
H 1.22738 2.12540 -0.53700
H 2.61230 0.81051 -0.38152
H -1.51182 -0.13977 -0.81239
H -1.49797 1.74283 -1.88179
H 1.66442 -1.16339 0.89263
N 0.59724 0.27286 -0.23930
N -0.63429 1.54315 -1.63385
S -0.83674 -1.38304 1.41530
*
```

For reference, the Löwdin charges in units of e are:
1 C -0.11
2 C -0.25
3 C -0.59
4 H 0.09
5 H 0.12
6 H 0.09
7 H 0.11
8 H -0.02
9 H 0.12
10 N -0.25
11 N 0.11
12 S 0.57


Least stable structure among those shown: arrangement B.